(1)
Density functional theory data (ωB97M-V/def2-TZVPD) for a structure of composition C18H14O5PRu in a non-equilibrium geometry.

```
39
Properties=species:S:1:pos:R:3:forces:R:3:mulliken_charge:R:1
Ru 1.6761 1.0948 -1.0484 -1.869 -1.168 2.281 0.5120
P -0.4188 0.2835 -0.2645 -0.735 0.645 1.039 1.4970
O 1.1045 -1.0724 -3.2133 0.439 2.195 2.320 -0.2147
O 1.6458 2.8688 1.5656 -0.397 -2.205 -2.922 -0.2113
O 4.9888 -0.7182 -5.9019 -1.841 1.122 2.839 -0.1177
O 4.7687 1.0682 -0.9782 -3.655 -0.070 -0.011 -0.2320
O 0.7177 3.3840 -2.8181 1.103 -2.689 2.130 -0.2626
C -1.2195 -3.7266 0.2127 1.067 -2.229 0.914 -0.6982
C 4.4081 -0.3482 -4.9814 2.349 -1.352 -3.527 0.2829
C -1.4468 0.3312 2.3902 0.030 -0.035 0.362 -0.3940
C -1.7139 0.4199 -1.5241 -0.390 -0.071 -0.146 -1.6508
C 1.0945 2.5192 -2.1400 -1.125 3.495 -2.832 0.2809
C -0.0410 -4.2045 0.7958 -2.073 -0.645 -0.722 -0.4591
C -1.3468 -2.3728 -0.1062 -0.503 0.638 -0.279 0.0425
C 3.6116 1.0768 -1.0270 4.857 0.413 -0.563 0.2805
C -2.0283 0.9758 3.4870 1.398 -4.097 -0.400 -0.5368
C 1.6107 2.2080 0.6185 1.097 2.326 2.574 0.3285
C -2.3890 2.3240 3.4029 -1.085 4.300 -0.527 -0.6731
C -1.5607 2.4010 1.1295 -1.048 3.938 -0.038 -0.4726
C -0.2894 -1.4907 0.1534 2.125 0.651 0.685 -0.3147
C -1.2044 1.0441 1.2070 1.097 -4.494 -0.324 0.5968
C 1.0146 -3.3261 1.0547 0.752 -0.712 0.494 -0.6066
C -2.1671 3.0314 2.2164 0.123 -0.138 0.190 -0.5889
C 0.8985 -1.9719 0.7291 -1.325 2.085 -1.005 0.0243
C 1.3810 -0.2566 -2.4364 0.169 -2.183 -2.710 0.0953
H -2.8406 2.8247 4.2611 0.143 -0.172 -0.339 0.4202
H -2.7054 0.3735 -1.0541 0.190 -0.009 -0.229 0.4659
H -2.0472 -4.4046 0.0051 0.256 0.113 0.078 0.4629
H -1.1724 -0.7244 2.4556 -0.127 0.386 0.148 0.3150
H -2.2647 -2.0019 -0.5639 0.178 -0.140 0.131 0.4843
H 1.7330 -1.2880 0.9149 -0.289 -0.217 -0.064 0.4148
H -1.5997 1.3860 -2.0328 -0.109 -0.291 0.065 0.4607
H 3.4287 0.1732 -3.5719 -0.397 0.244 0.579 -0.2072
H -2.1920 0.4185 4.4105 0.004 0.123 -0.312 0.4442
H -1.3587 2.9620 0.2136 -0.216 -0.057 0.275 0.3878
H -1.6053 -0.3879 -2.2583 -0.026 0.258 -0.017 0.4927
H 0.0521 -5.2621 1.0490 -0.031 0.339 -0.097 0.4583
H 1.9366 -3.6917 1.5113 -0.260 0.049 -0.105 0.4623
H -2.4593 4.0798 2.1368 0.121 -0.347 0.066 0.4306
```
Positions in Å, forces in eV/Å.

As for the HOMO energy (spin up / spin down): -11.18 / -15.69 eV. The calculation puts the LUMO energy (spin up / spin down) at -7.373 / -11.580 eV. The net charge is +2. The calculation puts the molar mass at 442.35 g mol⁻¹. As for the expectation value of S²: 8.823. For the orbital gap (spin up / spin down), the calculation gives 3.803 / 4.110 eV. Its spin multiplicity is 6. The total energy is -40976.904 eV.

---

(2)
Density functional theory data (ωB97M-V/def2-TZVPD) for a cluster of 2 separate species, C4H9N2S in total in a non-equilibrium geometry.

```
16
Properties=species:S:1:pos:R:3:forces:R:3:mulliken_charge:R:1
S 0.5848 -0.5805 -1.2122 -0.949 1.156 -0.037 -0.3124
N 2.9367 0.0598 -0.0706 2.342 -0.535 0.997 -0.2858
N -2.7923 -0.2023 0.5060 -1.870 0.817 -1.199 0.1203
C 2.7457 1.3844 0.2369 -0.690 1.545 -1.341 -0.8587
C 2.2033 -0.7903 -0.5189 0.131 -3.350 -1.958 0.1102
C -3.7389 0.4758 0.0456 -1.156 -0.991 1.134 -0.1371
C -1.8796 -0.9235 0.8878 2.170 1.175 -1.010 -0.2316
H 2.5883 -1.8494 -0.7894 -0.489 1.655 0.816 0.3054
H 3.4572 2.0316 -0.2254 0.854 0.101 -0.932 0.3310
H 2.9815 1.5821 1.2200 0.071 0.093 2.555 0.3278
H -4.4438 0.8303 0.8241 0.495 0.472 -0.661 0.2833
H 1.8052 1.8229 -0.0360 -1.061 0.112 0.003 0.2800
H -0.8721 -0.5049 0.7748 0.011 -0.021 0.726 0.2857
H -1.9788 -1.9579 0.9682 -0.557 -1.673 0.615 0.3161
H 0.4673 -1.8258 -1.5980 -0.086 -0.772 -0.244 0.1722
H -4.0647 0.4477 -1.0129 0.783 0.217 0.537 0.2935
```
Positions in Å, forces in eV/Å.

As for the HOMO energy: -12.22 eV. The calculation puts the LUMO energy at -5.092 eV. The net charge is +1. The calculation puts the molar mass at 117.20 g mol⁻¹. For the orbital gap, the calculation gives 7.133 eV. Its energy relative to the best compared isomer or geometry (same formula, charge and spin) is 104.99 kcal/mol. Its spin multiplicity is 1. The total energy is -18098.974 eV.

---

(3)
Density functional theory data (ωB97M-V/def2-TZVPD) for the ion C7H12NOS with charge +1 in a non-equilibrium geometry.

```
22
Properties=species:S:1:pos:R:3:forces:R:3:mulliken_charge:R:1
S 1.1148 1.1128 1.7835 -0.618 1.588 -1.046 -0.0699
O -0.4134 -1.9505 1.9996 -2.411 0.250 1.248 -0.4928
N -0.3499 1.7937 -0.2471 3.538 -2.282 1.357 0.0985
C 0.3412 -2.4723 0.9519 -0.307 1.543 0.594 -0.3788
C 0.9694 -0.1155 0.5813 -1.500 2.308 -1.534 0.8962
C 0.1893 0.4409 -0.4810 -0.597 -0.272 2.235 0.0707
C 1.5291 -1.5120 0.8637 -1.054 -0.549 -4.227 -1.0353
C -1.3237 2.5227 -1.0532 0.453 -0.218 -0.306 -0.9698
C -0.1819 -0.2640 -1.7134 -1.412 1.400 -0.483 -1.6354
C 0.2194 2.2823 0.8386 0.443 -3.467 0.194 -0.1469
H 0.0511 0.4721 -2.5028 0.003 -0.878 -0.305 0.4437
H -1.2369 -2.4732 2.1674 1.151 0.579 -0.265 0.3051
H -0.2545 -2.4910 0.0197 0.566 -0.311 0.235 0.2910
H -0.9199 2.9660 -1.9828 -0.176 -0.360 0.628 0.2881
H 2.2009 -1.5564 1.6750 0.511 0.094 1.053 0.5011
H -2.0278 1.7610 -1.2025 -1.230 -0.937 -1.250 0.4105
H -1.9038 3.2063 -0.4558 0.494 0.656 0.370 0.4441
H 0.0863 3.2709 1.0303 -0.289 2.609 1.226 0.5592
H 2.0551 -1.9377 -0.0648 -0.151 1.097 1.181 0.2725
H -1.2700 -0.5626 -1.8339 1.254 0.287 0.401 0.3230
H 0.6679 -3.3920 1.3224 0.783 -1.984 -0.463 0.4150
H 0.4573 -1.1014 -1.6962 0.548 -1.153 -0.845 0.4100
```
Positions in Å, forces in eV/Å.

As for the HOMO energy: -13.27 eV. The calculation puts the LUMO energy at -3.876 eV. The net charge is +1. The calculation puts the molar mass at 158.25 g mol⁻¹. For the orbital gap, the calculation gives 9.392 eV. Its energy relative to the best compared isomer or geometry (same formula, charge and spin) is 19.45 kcal/mol. Its spin multiplicity is 1. The total energy is -21818.657 eV.